1) {"formula": "CH2FNOS", "method": "wB97M-V/def2-TZVPD", "orbital_gap_ev": 9.55, "lumo_ha": 0.0112, "smiles": "O=C=NS.F", "e_homo_ev": -9.24, "total_charge": 0, "multiplicity": 1, "species": ["C", "N", "O", "F", "S", "H", "H"], "positions_angstrom": [[-0.08, -0.69, 0.25], [-0.14, 0.50, 0.03], [-0.01, -1.79, 0.63], [1.96, -0.45, -0.98], [-1.50, 1.43, -0.18], [2.09, 0.39, -0.32], [-2.31, 0.62, 0.58]]}



2) {"formula": "CH2FNOS", "method": "wB97M-V/def2-TZVPD", "orbital_gap_ev": 10.82, "lumo_ha": 0.0062, "smiles": "O=C(F)NS", "e_homo_ev": -10.65, "total_charge": 0, "multiplicity": 1, "species": ["C", "N", "O", "F", "S", "H", "H"], "positions_angstrom": [[0.87, 0.19, -0.04], [-0.26, -0.35, 0.33], [1.26, 1.19, -0.49], [1.99, -0.99, 0.10], [-1.69, 0.61, 0.35], [-0.29, -1.29, 0.73], [-1.88, 0.64, -0.98]]}



3) {"formula": "CH2FNOS", "method": "wB97M-V/def2-TZVPD", "orbital_gap_ev": 9.67, "lumo_ha": -0.0358, "e_homo_ev": -10.64, "total_charge": 0, "multiplicity": 1, "species": ["C", "N", "O", "F", "S", "H", "H"], "positions_angstrom": [[-1.25, -1.53, -0.11], [-0.25, -0.71, -0.17], [-1.95, -2.31, 0.35], [-1.77, -1.21, -2.14], [1.03, -0.21, 0.93], [-0.13, -0.35, -1.07], [0.77, 1.20, 0.70]]}



2) wins, 0.948 eV ahead of the next structure.